1.
The following is a DFT calculation (the ωB97M-V functional and the def2-TZVPD basis) of a cluster of 2 separate species, C6H9Cl2N2 in total.

HOMO-LUMO gap = 6.68 eV
energy relative to the best compared isomer or geometry (same formula, charge and spin) = 62.8 kJ/mol
HOMO energy = -11.8 eV
LUMO energy = -5.144 eV
net charge = +1
multiplicity = 1
E_tot = -1263.601331 hartree

The geometry in XYZ format:
```
19
C6H9Cl2N2 (the ωB97M-V functional and the def2-TZVPD basis)
Cl -0.380 1.121 -2.769
C -0.957 2.138 0.355
Cl 0.650 -4.741 -1.385
H -0.276 3.668 -0.527
N 0.577 -2.164 1.120
C 0.214 -0.727 -0.886
H 0.105 -1.493 -1.599
H 0.912 -2.366 2.000
H 0.790 0.419 2.275
C 0.549 0.258 1.178
H -2.101 3.764 -0.378
H 0.220 -2.925 0.558
H 1.240 2.087 0.218
C 0.479 -0.949 0.544
C 0.175 0.572 -1.185
H -1.676 1.653 0.899
C 0.333 1.350 0.037
N -1.211 3.296 -0.250
H 0.359 -4.962 -0.205
```

=====

2.
The following is a DFT calculation (the ωB97M-V functional and the def2-TZVPD basis) of a cluster of 4 separate species, C6H9Cl9O3 in total.

HOMO-LUMO gap (spin up / spin down) = 2.61 / 8.31 eV
HOMO energy (spin up / spin down) = -0.2 / -5.9 eV
LUMO energy (spin up / spin down) = 2.406 / 2.394 eV
⟨S²⟩ = 0.754
net charge = -1
multiplicity = 2
E_tot = -4601.422789 hartree

The geometry in XYZ format:
```
27
C6H9Cl9O3 (the ωB97M-V functional and the def2-TZVPD basis)
H -2.490 -3.073 4.663
H 2.545 2.007 -1.554
Cl 4.138 3.085 -0.152
H -0.258 -2.054 -1.097
H 0.311 -0.635 -0.256
C -2.207 -2.161 4.137
H -1.339 -0.779 -0.593
C 0.179 -0.349 -4.234
H -1.202 1.849 0.311
H -3.041 -1.470 4.015
H 0.160 0.263 -5.136
Cl -0.293 0.625 -2.966
Cl 3.181 0.169 -0.216
Cl 1.797 -1.004 -3.946
O -0.847 -2.225 0.854
Cl -0.993 -1.728 -4.424
H -1.487 -1.627 4.757
O -1.651 -0.382 2.112
C -0.487 -1.378 -0.273
C -0.575 2.700 0.575
Cl -0.027 3.493 -0.892
Cl -1.382 3.934 1.540
Cl 0.806 2.137 1.570
C 3.491 1.624 -1.170
Cl 4.571 1.048 -2.542
C -1.375 -1.599 1.974
O -1.526 -2.471 2.941
```

=====

3.
The following is a DFT calculation (the ωB97M-V functional and the def2-TZVPD basis) of the ion C6H9ClFN2 with charge +1.

HOMO-LUMO gap = 9.27 eV
energy relative to the best compared isomer or geometry (same formula, charge and spin) = 238.6 kJ/mol
HOMO energy = -13.4 eV
LUMO energy = -4.135 eV
net charge = +1
multiplicity = 1
E_tot = -903.195775 hartree

The geometry in XYZ format:
```
19
C6H9ClFN2 (the ωB97M-V functional and the def2-TZVPD basis)
H 0.680 2.925 0.483
H -1.743 2.287 0.564
H 1.665 -0.136 1.876
C -1.429 0.259 0.282
N -0.771 -2.222 0.235
H -0.881 -2.538 1.203
N 1.528 0.834 -1.345
H -1.407 -2.590 -0.560
C 1.566 0.935 0.066
C -0.727 -0.758 0.541
Cl 2.138 -1.683 0.044
H -2.467 0.099 -0.114
F 2.744 1.546 0.521
C -0.874 1.613 0.422
H 0.198 -2.540 -0.022
C 1.403 -0.368 0.819
H 1.473 1.780 -1.817
C 0.437 1.921 0.300
H 2.295 0.100 -1.635
```

=====

4.
The following is a DFT calculation (the ωB97M-V functional and the def2-TZVPD basis) of the molecule C6H9ClS.

structure (SMILES) = C=CC/C(=C\Cl)CS
HOMO-LUMO gap = 9.51 eV
energy relative to the best compared isomer or geometry (same formula, charge and spin) = 351.7 kJ/mol
HOMO energy = -8.8 eV
LUMO energy = 0.664 eV
multiplicity = 1
E_tot = -1092.244693 hartree

The geometry in XYZ format:
```
17
C6H9ClS (the ωB97M-V functional and the def2-TZVPD basis)
H -2.073 -0.573 1.594
C 0.709 1.785 -0.949
H 0.750 2.869 1.102
H 1.347 0.567 1.665
H 0.982 2.400 -1.817
Cl 2.247 -0.818 -0.365
S -2.399 -0.094 -0.613
H -0.108 0.923 2.337
C -1.542 -0.871 0.702
H -1.679 -1.957 0.472
C 0.518 -1.312 0.056
H 0.485 0.666 -1.274
H -1.993 1.185 -0.711
H 0.282 -2.270 -0.333
C 0.561 1.957 0.451
C -0.266 -0.415 0.716
C 0.387 0.791 1.186
```

=====

5.
The following is a DFT calculation (the ωB97M-V functional and the def2-TZVPD basis) of a structure of composition C6H9CuN4OS.

HOMO-LUMO gap = 7.74 eV
energy relative to the best compared isomer or geometry (same formula, charge and spin) = 43.9 kJ/mol
HOMO energy = -7.5 eV
LUMO energy = 0.275 eV
multiplicity = 1
E_tot = -2567.028289 hartree

The geometry in XYZ format:
```
22
C6H9CuN4OS (the ωB97M-V functional and the def2-TZVPD basis)
S -0.496 -1.318 -0.817
H -1.762 -3.559 2.737
N -0.984 -3.042 2.373
H -0.733 -3.632 4.800
O 1.054 -2.090 2.702
H 1.394 3.266 -3.137
Cu 0.919 -1.513 0.846
C 0.129 0.149 -1.499
H 2.867 1.249 -2.783
N -0.725 1.154 -1.639
H -0.896 4.221 -2.828
C 1.022 2.376 -2.655
C -1.214 3.447 -2.135
C -0.279 2.281 -2.165
H -1.220 3.858 -1.125
C 1.832 1.268 -2.460
H -1.017 -2.703 1.414
H 0.805 -2.871 5.026
N 1.415 0.178 -1.845
N 0.043 -3.124 4.420
H -2.226 3.127 -2.362
C 0.072 -2.721 3.133
```

=====

6.
The following is a DFT calculation (the ωB97M-V functional and the def2-TZVPD basis) of the ion C6H9F2N2 with charge +1.

structure (SMILES) = N\C(F)=C/C=C\C([NH3+])=C\F
HOMO-LUMO gap = 7.67 eV
energy relative to the best compared isomer or geometry (same formula, charge and spin) = 160.5 kJ/mol
HOMO energy = -11.5 eV
LUMO energy = -3.856 eV
net charge = +1
multiplicity = 1
E_tot = -542.919353 hartree

The geometry in XYZ format:
```
19
C6H9F2N2 (the ωB97M-V functional and the def2-TZVPD basis)
H 0.923 1.825 0.455
C -2.713 -0.509 -0.138
H -2.772 0.600 1.595
H 2.365 0.329 -1.175
C -2.181 0.390 0.790
F 1.337 -2.636 0.418
H 2.664 0.854 0.203
H -1.098 2.262 0.738
H -3.029 -1.532 -1.722
H -1.412 -0.894 -1.699
F -3.841 -1.073 0.305
C 1.062 -0.313 0.411
N 2.382 -0.003 -0.230
N -2.247 -1.158 -1.177
C -1.020 1.222 0.616
C 0.686 -1.535 0.785
H -0.177 -1.798 1.346
H 3.065 -0.843 -0.309
C 0.289 0.913 0.565
```

=====

7.
The following is a DFT calculation (the ωB97M-V functional and the def2-TZVPD basis) of a cluster of 2 separate species, C6H9F2NO2 in total.

HOMO-LUMO gap (spin up / spin down) = 7.30 / 7.30 eV
energy relative to the best compared isomer or geometry (same formula, charge and spin) = 477.0 kJ/mol
HOMO energy (spin up / spin down) = -7.1 / -7.1 eV
LUMO energy (spin up / spin down) = 0.171 / 0.171 eV
multiplicity = 1
E_tot = -638.852620 hartree

The geometry in XYZ format:
```
20
C6H9F2NO2 (the ωB97M-V functional and the def2-TZVPD basis)
C 0.771 -1.470 -0.275
C -1.940 0.923 -0.324
H -2.337 -1.093 0.404
H 1.584 -0.922 -0.763
H -0.177 -0.273 -1.746
O -3.148 0.923 -0.400
H 2.960 1.708 0.376
C -0.547 -1.049 -0.983
F 1.531 1.436 -0.959
H 0.947 -2.569 -0.367
H -0.797 -0.075 2.201
O -1.161 1.923 -0.731
H -0.141 1.992 -0.641
H 1.560 -1.031 1.786
C -1.385 -0.474 0.095
C 0.725 -0.997 1.020
N -0.516 -0.502 1.314
C 1.952 1.281 0.338
H -1.159 -1.882 -1.436
F 1.280 2.150 1.089
```

=====

8.
The following is a DFT calculation (the ωB97M-V functional and the def2-TZVPD basis) of a structure of composition C6H9F5MnO8SV2.

HOMO-LUMO gap (spin up / spin down) = 6.99 / 7.45 eV
energy relative to the best compared isomer or geometry (same formula, charge and spin) = 258.8 kJ/mol
HOMO energy (spin up / spin down) = -16.8 / -16.9 eV
LUMO energy (spin up / spin down) = -9.833 / -9.409 eV
⟨S²⟩ = 16.110
net charge = +2
multiplicity = 8
E_tot = -4771.845918 hartree

The geometry in XYZ format:
```
32
C6H9F5MnO8SV2 (the ωB97M-V functional and the def2-TZVPD basis)
O 7.535 24.573 -9.501
O 9.517 25.780 -10.639
Mn 9.521 21.309 -7.322
C 9.843 18.321 -9.112
H 10.868 17.951 -9.160
V 9.798 24.494 -9.626
O 9.647 24.911 -7.631
O 8.872 23.049 -6.294
H 4.177 25.186 -12.031
C 7.625 25.450 -5.655
H 3.893 25.135 -10.337
F 6.994 24.711 -4.689
O 8.641 20.908 -11.422
O 10.366 24.706 -5.272
O 5.902 25.108 -10.889
V 10.031 21.237 -10.693
H 5.534 22.581 -9.123
F 7.890 26.696 -5.237
F 6.804 25.451 -6.665
H 9.224 17.827 -9.861
C 6.504 24.293 -10.079
C 4.571 24.764 -11.106
H 6.525 22.209 -10.569
S 9.288 24.445 -6.219
F 9.858 23.273 -11.604
C 4.737 23.294 -11.199
F 9.090 22.460 -9.041
H 5.089 22.975 -12.180
H 3.737 22.901 -11.013
H 9.500 17.929 -8.155
C 5.804 22.898 -10.130
O 9.867 19.714 -9.018
```

=====

9.
The following is a DFT calculation (the ωB97M-V functional and the def2-TZVPD basis) of the molecule C6H9FN2.

HOMO-LUMO gap (spin up / spin down) = 8.15 / 8.15 eV
energy relative to the best compared isomer or geometry (same formula, charge and spin) = 181.3 kJ/mol
HOMO energy (spin up / spin down) = -7.2 / -8.9 eV
LUMO energy (spin up / spin down) = 0.993 / -0.800 eV
⟨S²⟩ = 2.021
multiplicity = 3
E_tot = -443.120780 hartree

The geometry in XYZ format:
```
18
C6H9FN2 (the ωB97M-V functional and the def2-TZVPD basis)
H 0.876 0.890 2.119
H -0.607 0.809 -2.821
N -0.266 -0.622 1.489
H -0.730 1.533 1.978
H -0.178 -2.199 -0.442
N -0.968 -0.452 0.378
H -1.748 -1.602 -1.197
C -0.182 0.572 2.327
H 1.782 0.365 -1.582
H -0.331 0.264 3.324
C 1.307 -0.210 -0.780
C -0.868 -1.382 -0.612
C -0.190 -0.163 -0.903
H -0.152 1.812 -1.363
C 1.808 -0.684 0.317
H -1.786 1.087 -1.402
C -0.734 0.900 -1.674
F 2.967 -0.917 0.843
```

=====

10.
The following is a DFT calculation (the ωB97M-V functional and the def2-TZVPD basis) of a structure of composition C6H9FN3.

HOMO-LUMO gap = 8.53 eV
energy relative to the best compared isomer or geometry (same formula, charge and spin) = 285.3 kJ/mol
HOMO energy = -13.0 eV
LUMO energy = -4.525 eV
net charge = +1
multiplicity = 1
E_tot = -497.797206 hartree

The geometry in XYZ format:
```
19
C6H9FN3 (the ωB97M-V functional and the def2-TZVPD basis)
C 0.782 -1.097 -0.395
H -1.121 0.599 2.368
C -1.917 0.081 1.790
H -2.104 1.809 -1.032
F -1.085 0.253 -1.932
N -0.099 1.902 -0.534
H 2.219 0.134 0.670
C 1.089 1.498 -0.448
C -1.240 -0.118 0.567
N 1.185 -2.141 -1.101
N -0.304 -0.952 0.284
H 1.747 2.399 -0.113
H -2.141 -0.856 2.343
H 2.212 -2.300 -0.956
H -2.782 0.575 1.718
C 1.639 0.123 -0.288
H 0.712 -2.998 -0.888
H 2.393 -0.069 -1.065
C -1.186 1.158 -0.986
```

=====

11.
The following is a DFT calculation (the ωB97M-V functional and the def2-TZVPD basis) of a structure of composition C6H9FO.

HOMO-LUMO gap = 9.38 eV
energy relative to the best compared isomer or geometry (same formula, charge and spin) = 385.0 kJ/mol
HOMO energy = -8.5 eV
LUMO energy = 0.865 eV
multiplicity = 1
E_tot = -408.950918 hartree

The geometry in XYZ format:
```
17
C6H9FO (the ωB97M-V functional and the def2-TZVPD basis)
H -0.113 -1.707 -0.450
H -2.490 -1.251 1.270
O -1.407 -0.128 0.182
H -0.914 2.059 -0.594
C 1.067 1.465 0.213
C -2.534 -0.982 0.272
H 2.997 -0.376 -1.141
F 2.755 -0.893 0.794
H -3.467 -0.545 -0.123
H 1.968 1.630 0.926
C 2.234 -0.766 -0.527
C 0.923 0.019 -0.281
C -0.190 -0.680 -0.074
H 1.741 -1.732 -0.855
H -0.276 3.467 0.794
H -2.269 -1.958 -0.316
C -0.025 2.377 -0.090
```

=====

12.
The following is a DFT calculation (the ωB97M-V functional and the def2-TZVPD basis) of a structure of composition C6H9FO.

HOMO-LUMO gap = 9.77 eV
energy relative to the best compared isomer or geometry (same formula, charge and spin) = 471.8 kJ/mol
HOMO energy = -9.8 eV
LUMO energy = 0.006 eV
multiplicity = 1
E_tot = -408.917837 hartree

The geometry in XYZ format:
```
17
C6H9FO (the ωB97M-V functional and the def2-TZVPD basis)
H -1.614 0.798 -1.448
C -0.001 -0.818 0.484
F 0.024 2.016 -0.534
C -1.841 -0.208 -0.945
O 3.302 -0.010 -0.398
H 0.355 1.444 1.642
H -3.149 -0.567 -0.900
C 1.045 -0.043 0.094
H 2.144 2.063 0.410
H 0.262 -1.840 0.194
C 0.949 1.473 0.539
H 2.327 -1.831 -0.331
H -1.940 -1.076 0.955
C -1.308 -0.157 0.604
H -1.216 -1.180 -1.505
C 2.297 -0.616 -0.325
H -1.635 0.552 1.465
```

=====

13.
The following is a DFT calculation (the ωB97M-V functional and the def2-TZVPD basis) of the molecule C6H9FO.

structure (SMILES) = C/C=C\C(=C/F)OC
HOMO-LUMO gap = 9.59 eV
energy relative to the best compared isomer or geometry (same formula, charge and spin) = 105.5 kJ/mol
HOMO energy = -8.6 eV
LUMO energy = 0.984 eV
multiplicity = 1
E_tot = -409.057340 hartree

The geometry in XYZ format:
```
17
C6H9FO (the ωB97M-V functional and the def2-TZVPD basis)
H 2.657 0.097 0.800
C 0.675 0.674 0.842
H 1.951 -1.650 -1.007
C -1.566 1.714 0.838
H 0.827 1.114 1.808
H 2.595 -0.149 -1.699
H -0.477 -1.788 0.036
C -0.707 0.819 0.346
H -1.784 -1.825 -1.203
C 1.784 -0.541 -1.119
C -1.404 -1.302 -0.306
F -1.199 2.581 1.811
H -2.149 -1.367 0.489
H -2.602 1.857 0.519
O -1.175 0.031 -0.685
C 1.710 0.087 0.234
H 0.865 -0.355 -1.706
```